a.
Molecular formula: C8H7N
Method: DFT, ωB97M-V with the def2-TZVPD basis set

CARTESIAN COORDINATES (ANGSTROEM)
C 1.769 -1.224 1.211
C 2.004 -0.223 0.241
C 0.388 -1.378 1.332
C 0.786 0.205 -0.215
C -0.045 1.154 -1.050
C -1.359 0.482 -1.425
C -1.406 1.678 -0.522
C -1.473 -0.205 -0.146
N -0.207 -0.505 0.454
H 2.546 -1.788 1.608
H 2.949 0.130 0.153
H -0.109 -1.981 2.091
H 0.404 1.719 -1.886
H -1.880 0.175 -2.331
H -1.947 2.167 0.275
H -2.420 -0.407 0.210

Output
LUMO ... 1.05 eV
HOMO-LUMO gap ... 0.319 Ha

---

b.
Molecular formula: C8H7N
Method: DFT, ωB97M-V with the def2-TZVPD basis set

CARTESIAN COORDINATES (ANGSTROEM)
C 1.154 2.590 0.581
C -0.101 2.164 -0.155
C -0.358 0.748 -0.065
C -0.737 -0.391 -0.203
C -1.021 -1.756 -0.382
C -1.075 -2.962 -0.317
C -1.655 -4.265 -0.242
C -2.256 -5.349 -0.224
H 2.629 1.654 -0.692
H 2.052 0.823 0.815
H 1.544 3.648 0.213
H 1.059 2.670 1.699
H -0.096 2.400 -1.217
H -1.058 2.673 0.187
H -2.492 -6.418 -0.401
N 2.414 1.769 0.402

Output
LUMO ... 0.19 eV
HOMO-LUMO gap ... 0.343 Ha
SMILES string ... C#CC#CC#CCCN

---

We find a to be the most stable, with the next structure 0.0515 hartree higher.

---

a.
Molecular formula: C4H7N3OS
Method: DFT, ωB97M-V with the def2-TZVPD basis set

CARTESIAN COORDINATES (ANGSTROEM)
C -0.277 -0.730 -0.767
C -0.889 -1.133 0.381
C 0.310 0.650 0.889
C 1.476 0.888 -1.271
N 0.518 0.293 -0.456
N -0.525 -0.278 1.398
N -0.845 -0.408 2.762
O -1.766 -2.138 0.588
S 0.954 1.801 1.825
H -0.437 -1.005 -1.824
H 1.137 1.920 -1.620
H 2.397 0.994 -0.655
H 1.675 0.330 -2.182
H -1.348 0.391 3.246
H 0.053 -0.509 3.209
H -1.822 -2.219 1.507

Output
LUMO ... 0.61 eV
HOMO-LUMO gap ... 0.290 Ha
SMILES string ... Cn1cc(O)n(N)c1=S

---

b.
Molecular formula: C4H7N3OS
Method: DFT, ωB97M-V with the def2-TZVPD basis set

CARTESIAN COORDINATES (ANGSTROEM)
C 1.956 -0.618 -1.045
C -1.214 1.034 -0.130
C 0.003 0.322 0.443
C -0.227 -0.946 1.348
N 0.743 -0.745 -1.317
N 1.115 1.126 0.621
N -1.993 0.243 -0.970
O -1.445 2.186 0.197
S 2.551 0.294 0.390
H 2.597 -1.265 -1.586
H 0.677 -1.079 2.041
H -0.131 -1.802 0.610
H -1.209 -0.877 1.852
H 1.046 1.960 -0.032
H -1.558 -0.494 -1.499
H -2.912 0.661 -0.923

Output
LUMO ... 0.41 eV
HOMO-LUMO gap ... 0.336 Ha

---

We find a to be the most stable, with the next structure 0.0285 hartree higher.